Entry from the OMol25 dataset: C40H37BF4N3PSc as an isolated structure (ωB97M-V with the def2-TZVPD basis set).

Properties
energy relative to the best compared isomer or geometry (same formula, charge and spin) = 0.0 kcal/mol
gap between HOMO and LUMO = 8.36 eV
lowest unoccupied orbital energy = -0.100 hartree
calculated total energy = -88092.0132 eV
net charge = +1
maximum force = 0.5 eV/A

Atoms and positions in Å:
Sc (1.6513, 0.8159, -0.8206)
C (-2.0817, -3.8890, 0.3500)
C (-2.1959, -4.2091, -1.1150)
C (-3.3053, -4.8734, -1.6263)
C (-3.4106, -5.1664, -2.9784)
C (-2.3969, -4.8064, -3.8542)
C (-1.2771, -4.1524, -3.3649)
C (-1.1845, -3.8584, -2.0116)
N (-0.0263, -3.1600, -1.5304)
C (0.0960, -1.8152, -1.5572)
N (-0.9256, -1.1331, -2.1025)
C (-0.9808, 0.2359, -2.4947)
C (0.0092, 1.1432, -2.1279)
C (-0.1383, 2.4592, -2.5852)
C (-1.2250, 2.8565, -3.3458)
C (-2.2004, 1.9206, -3.6657)
C (-2.0999, 0.5989, -3.2542)
C (-3.1648, -0.4020, -3.6244)
N (1.1653, -1.2114, -1.0555)
C (2.2411, -2.0585, -0.5956)
C (3.2508, -2.4188, -1.4812)
C (4.3163, -3.1909, -1.0491)
C (4.3696, -3.6020, 0.2750)
C (3.3585, -3.2443, 1.1536)
C (2.2784, -2.4728, 0.7377)
C (1.1752, -2.0998, 1.6921)
H (-3.0103, -4.1222, 0.8679)
H (-1.8591, -2.8325, 0.5073)
H (-1.2825, -4.4665, 0.8207)
H (-4.1016, -5.1635, -0.9522)
H (-4.2866, -5.6813, -3.3490)
H (-2.4740, -5.0406, -4.9068)
H (-0.4609, -3.8687, -4.0177)
H (0.6933, -3.6682, -1.0371)
H (-1.6680, -1.7180, -2.4570)
H (0.6145, 3.2054, -2.3428)
H (-1.3159, 3.8799, -3.6838)
H (-3.0582, 2.2176, -4.2564)
H (-3.9490, 0.0755, -4.2076)
H (-3.6381, -0.8407, -2.7408)
H (-2.7611, -1.2174, -4.2322)
H (3.2015, -2.0685, -2.5049)
H (5.1019, -3.4623, -1.7403)
H (5.2005, -4.1995, 0.6247)
H (3.4062, -3.5702, 2.1854)
H (1.3551, -2.5286, 2.6766)
H (0.2028, -2.4484, 1.3410)
H (1.0957, -1.0174, 1.8080)
F (3.8699, 0.7309, 0.0240)
B (4.0721, 1.5330, -1.1477)
F (3.4487, 0.7329, -2.1826)
F (3.0588, 2.5741, -0.9743)
F (5.2997, 1.9551, -1.3887)
C (3.3600, 2.8931, 4.8851)
C (3.0177, 1.5849, 4.5694)
C (2.1353, 1.3315, 3.5337)
C (1.5751, 2.3853, 2.8092)
C (1.9174, 3.6944, 3.1345)
C (2.8088, 3.9437, 4.1704)
P (0.4900, 2.0064, 1.3953)
C (-0.8759, 1.0201, 2.0691)
C (-1.7024, 0.3555, 1.1627)
C (-2.8066, -0.3511, 1.6110)
C (-3.0780, -0.4175, 2.9718)
C (-2.2551, 0.2351, 3.8784)
C (-1.1595, 0.9611, 3.4312)
C (-0.2594, 3.5878, 0.9217)
C (-1.5616, 3.9311, 1.2666)
C (-2.0775, 5.1581, 0.8738)
C (-1.2987, 6.0430, 0.1428)
C (0.0032, 5.7049, -0.2036)
C (0.5190, 4.4770, 0.1786)
H (4.0535, 3.0919, 5.6912)
H (3.4409, 0.7617, 5.1296)
H (1.8643, 0.3081, 3.3063)
H (1.4856, 4.5238, 2.5919)
H (3.0677, 4.9645, 4.4173)
H (-1.4944, 0.4209, 0.0999)
H (-3.4599, -0.8450, 0.9031)
H (-3.9361, -0.9735, 3.3260)
H (-2.4727, 0.1893, 4.9371)
H (-0.5281, 1.4794, 4.1407)
H (-2.1766, 3.2447, 1.8344)
H (-3.0915, 5.4232, 1.1419)
H (-1.7068, 6.9985, -0.1588)
H (0.6117, 6.3950, -0.7727)
H (1.5362, 4.2169, -0.0919)

Atoms 1-3, force components in eV/Å:
Sc 0.33 -0.11 -0.29
C 0.00 -0.03 -0.05
C 0.02 0.00 0.03

=====

Entry from the OMol25 dataset: C40H37BGeLuN8O2S as an isolated structure in a non-equilibrium geometry (ωB97M-V with the def2-TZVPD basis set).

Properties
energy relative to the best compared isomer or geometry (same formula, charge and spin) = 0.0 kcal/mol
gap between HOMO and LUMO = 5.29 eV
lowest unoccupied orbital energy = 0.086 hartree
calculated total energy = -159749.0776 eV
net charge = -1
maximum force = 1.8 eV/A

Atoms and positions in Å:
Lu (-1.2350, 0.4977, 0.6449)
C (-1.4516, 4.1292, -2.3678)
C (-1.7315, 2.8100, -2.0094)
N (-1.4948, 2.6127, -0.7184)
N (-1.0461, 3.7836, -0.2253)
C (-1.0099, 4.7084, -1.1969)
B (-0.7249, 4.0136, 1.2554)
N (0.5200, 3.1966, 1.6755)
C (1.6246, 3.6415, 2.2885)
C (2.4396, 2.5589, 2.5622)
C (1.7284, 1.4627, 2.0725)
N (0.5784, 1.8618, 1.5333)
N (-1.9066, 3.5116, 2.1085)
C (-2.4014, 4.0754, 3.2219)
C (-3.3520, 3.2266, 3.7503)
C (-3.3574, 2.1339, 2.8778)
N (-2.4814, 2.3140, 1.8932)
H (-1.5436, 4.5884, -3.3358)
H (-2.0887, 1.9967, -2.6214)
H (-0.6634, 5.7090, -1.0023)
H (-0.5300, 5.1797, 1.4517)
H (1.7568, 4.6909, 2.4934)
H (3.4039, 2.5584, 3.0394)
H (2.0154, 0.4244, 2.0459)
H (-2.0627, 5.0461, 3.5448)
H (-3.9425, 3.3644, 4.6394)
H (-3.9507, 1.2375, 2.9299)
C (0.3044, -6.4483, 4.4000)
C (-0.3677, -5.1820, 3.9427)
C (-1.6114, -4.8204, 4.4635)
C (-2.1902, -3.6095, 4.1322)
C (-1.5347, -2.7569, 3.2541)
C (-0.3246, -3.1188, 2.6825)
C (0.2498, -4.3294, 3.0327)
S (-2.1457, -1.1016, 3.0336)
O (-3.0287, -0.8490, 4.1445)
O (-0.9497, -0.2511, 2.9467)
N (-2.8340, -0.8238, 1.6365)
C (-3.5077, -1.6270, 0.7658)
C (-4.0041, -2.9115, 1.0368)
C (-4.6494, -3.5959, 0.0292)
C (-4.8004, -2.9975, -1.2156)
C (-4.2954, -1.7213, -1.3842)
N (-3.6555, -1.0428, -0.4387)
H (-0.2671, -7.3310, 4.1072)
H (0.3874, -6.4529, 5.4879)
H (1.3063, -6.5322, 3.9820)
H (-2.1219, -5.4827, 5.1532)
H (-3.1291, -3.2899, 4.5656)
H (0.1507, -2.4514, 1.9733)
H (1.2036, -4.6092, 2.6017)
H (-3.8814, -3.3419, 2.0201)
H (-5.0407, -4.5893, 0.2101)
H (-5.3061, -3.5032, -2.0261)
H (-4.4008, -1.2020, -2.3310)
C (-0.3064, -0.9053, -0.9529)
Ge (1.0775, -0.0153, -1.9186)
C (1.6265, 1.9175, -2.3570)
C (2.1908, 2.7142, -1.3587)
C (2.6218, 4.0100, -1.6083)
C (2.5007, 4.5469, -2.8832)
C (1.9551, 3.7719, -3.8949)
C (1.5224, 2.4787, -3.6298)
C (2.8055, -0.4858, -1.0195)
C (2.7843, -1.3132, 0.1013)
C (3.9500, -1.6541, 0.7751)
C (5.1742, -1.1724, 0.3288)
C (5.2184, -0.3551, -0.7932)
C (4.0447, -0.0189, -1.4559)
C (1.2662, -0.7462, -3.7892)
C (0.1960, -0.5637, -4.6691)
C (0.1971, -1.1075, -5.9459)
C (1.2778, -1.8691, -6.3703)
C (2.3462, -2.0747, -5.5091)
C (2.3374, -1.5163, -4.2365)
H (-1.0913, -1.1373, -1.6927)
H (2.3417, 2.2839, -0.3770)
H (3.0640, 4.5950, -0.8085)
H (2.8391, 5.5571, -3.0858)
H (1.8693, 4.1798, -4.8968)
H (1.1339, 1.8754, -4.4444)
H (1.8137, -1.6875, 0.4201)
H (3.9109, -2.2969, 1.6491)
H (6.0892, -1.4381, 0.8460)
H (6.1702, 0.0284, -1.1451)
H (4.0842, 0.6358, -2.3217)
H (-0.6625, 0.0145, -4.3366)
H (-0.6450, -0.9413, -6.6091)
H (1.2778, -2.3111, -7.3601)
H (3.1884, -2.6765, -5.8332)
H (3.1813, -1.6839, -3.5749)

Atoms 1-3, force components in eV/Å:
Lu 0.37 0.55 -0.97
C 0.00 0.06 0.01
C -0.08 -0.08 -0.01